Here is a cluster of 10 separate species, C97H218F18N2P8 in total from the Open Molecules 2025 dataset. Energies are from the ωB97M-V functional and the def2-TZVPD basis.

Geometry (Å):
C -1.86438 8.81144 -16.99611
C -2.04085 9.04545 -15.47320
C -2.10859 10.56687 -15.04973
C -2.47374 10.82002 -13.62822
P -2.50061 12.57450 -13.02388
C -1.75056 12.73298 -11.33346
C -1.76954 14.17166 -10.71713
C -1.05298 14.15382 -9.33020
C 0.39235 13.73508 -9.42971
C -4.32316 12.95501 -12.82290
C -5.01398 12.34453 -11.56652
C -6.39108 12.87747 -11.46580
C -6.76118 12.91115 -9.96555
C -1.80755 13.78228 -14.19804
C -0.29822 13.78169 -14.50646
C 0.13447 15.15649 -15.06304
C -0.67194 15.72203 -16.28239
H -2.56190 9.39322 -17.59870
H -1.79585 7.75241 -17.24482
H -0.89704 9.23605 -17.26455
H -1.25979 8.51388 -14.92963
H -2.91137 8.42793 -15.25192
H -2.91036 11.02968 -15.62513
H -1.18572 11.06791 -15.34191
H -1.87696 10.36219 -12.83932
H -3.45688 10.36449 -13.50979
H -0.73333 12.37041 -11.48144
H -2.12177 12.04640 -10.57259
H -2.77316 14.55596 -10.53500
H -1.22602 14.85924 -11.36514
H -1.66525 13.57898 -8.63537
H -1.10253 15.16214 -8.91919
H 0.41623 12.72501 -9.83872
H 1.01258 13.82867 -8.53828
H 0.95117 14.36784 -10.11923
H -4.76425 12.84035 -13.81305
H -4.40349 14.03223 -12.67715
H -4.34422 12.55533 -10.73280
H -5.00840 11.26360 -11.70676
H -6.95524 12.12923 -12.02254
H -6.60946 13.86390 -11.87490
H -6.80849 11.88968 -9.58809
H -7.72286 13.41504 -9.86876
H -6.10282 13.51061 -9.33681
H -2.18914 14.77497 -13.95919
H -2.48027 13.55663 -15.02547
H -0.08295 13.04796 -15.28324
H 0.36650 13.52151 -13.68270
H 1.19590 15.05623 -15.28982
H 0.06100 15.97563 -14.34770
H -0.20764 16.64925 -16.61823
H -1.66770 16.00630 -15.94217
H -0.68390 15.02428 -17.11971
C -5.11520 16.38938 -23.58372
C -3.86330 17.04183 -23.10677
C -2.74849 16.14030 -22.65371
C -1.60785 16.94248 -21.98685
P -0.19625 15.77419 -21.48711
C 1.48928 16.60820 -21.28758
C 2.00297 17.45609 -22.45687
C 3.33001 18.20192 -22.16944
C 3.98026 18.67723 -23.49994
C -0.75653 14.81260 -20.07695
C 0.21812 13.76131 -19.55786
C -0.42065 12.65117 -18.81865
C 0.58921 11.67986 -18.27557
C -0.00166 14.61813 -22.85365
C 0.09200 15.08649 -24.32749
C 1.09783 14.30484 -25.17000
C 0.90041 12.80171 -25.45454
H -4.85880 15.98606 -24.56336
H -5.91495 17.11344 -23.73943
H -5.39781 15.51965 -22.99059
H -4.19729 17.80073 -22.39923
H -3.50839 17.55696 -23.99939
H -2.34334 15.70697 -23.56813
H -3.06399 15.25528 -22.10116
H -1.88938 17.45178 -21.06519
H -1.19835 17.69708 -22.65842
H 2.08572 15.73753 -21.01499
H 1.42433 17.27441 -20.42732
H 1.23346 18.16194 -22.76948
H 2.14951 16.83219 -23.33856
H 4.05463 17.49136 -21.77178
H 3.16835 19.03245 -21.48228
H 4.16958 17.82315 -24.15018
H 4.84092 19.34475 -23.45768
H 3.23944 19.33042 -23.96106
H -1.65829 14.26220 -20.34527
H -1.14907 15.44259 -19.27875
H 1.05154 14.24353 -19.04700
H 0.71411 13.17459 -20.33108
H -1.17125 12.25173 -19.50068
H -0.95752 13.00921 -17.94020
H 1.26201 12.22902 -17.61689
H 1.14421 11.26926 -19.11907
H 0.00813 10.86471 -17.84433
H -0.81490 13.89914 -22.75466
H 0.94461 14.10052 -22.69632
H 0.35690 16.14235 -24.38315
H -0.86390 15.00623 -24.84510
H 2.08862 14.43285 -24.73407
H 1.18025 14.68190 -26.18938
H -0.14228 12.58053 -25.68256
H 1.21048 12.26056 -24.56061
H 1.57519 12.47923 -26.24749
C -1.66557 0.81674 -8.56607
C -2.50957 2.07269 -8.87835
C -1.74806 2.91785 -9.98082
C -2.64315 4.08961 -10.41801
P -1.77120 5.43905 -11.22225
C -3.07662 6.67272 -11.60090
C -4.02139 7.08432 -10.47794
C -5.03743 8.21566 -10.93523
C -5.87052 8.58732 -9.72076
C -0.30622 6.13815 -10.15339
C -0.67350 6.60547 -8.73884
C 0.46282 6.83013 -7.70116
C 1.27252 5.60331 -7.31426
C -1.12105 4.73053 -12.71590
C -0.55007 5.67676 -13.74326
C -0.10580 5.02763 -15.04931
C -1.30563 4.26945 -15.71400
H -0.61693 0.93986 -8.29531
H -1.66324 0.19142 -9.45886
H -2.11754 0.27320 -7.73638
H -2.67850 2.66410 -7.97846
H -3.46188 1.67926 -9.23391
H -1.31850 2.49934 -10.89100
H -0.91109 3.29386 -9.39243
H -3.24520 4.48557 -9.60017
H -3.34381 3.70052 -11.15679
H -3.58414 6.17256 -12.42575
H -2.61422 7.53740 -12.07694
H -3.46262 7.43611 -9.61069
H -4.67784 6.33146 -10.04164
H -5.47260 7.82475 -11.85497
H -4.41069 9.04339 -11.26712
H -6.50765 7.79675 -9.32433
H -6.55009 9.42495 -9.87783
H -5.26422 8.78901 -8.83769
H 0.19846 6.90629 -10.73936
H 0.46806 5.37380 -10.21948
H -1.43232 5.89713 -8.40636
H -1.19859 7.56040 -8.76142
H 0.01975 7.32764 -6.83845
H 1.10420 7.56935 -8.18104
H 1.63610 5.04473 -8.17676
H 0.58389 4.88365 -6.87156
H 2.08445 5.95075 -6.67539
H -1.88543 4.04781 -13.08702
H -0.38886 4.05893 -12.26761
H 0.28702 6.26588 -13.36868
H -1.35441 6.37260 -13.98190
H 0.68273 4.28021 -14.96169
H 0.36784 5.73771 -15.72720
H -1.50978 3.33751 -15.18683
H -0.94978 4.05452 -16.72161
H -2.24335 4.80469 -15.86336
C -1.02433 5.32784 -21.47560
C -0.36485 5.65729 -20.12853
C 0.55461 6.89678 -20.05316
C 1.91647 6.81273 -20.69531
P 3.15279 8.03446 -20.23551
C 3.12070 8.49873 -18.42477
C 3.16005 7.28926 -17.43723
C 2.98314 7.74186 -15.94430
C 3.33083 6.60996 -15.01743
C 2.79774 9.52072 -21.17936
C 3.97802 10.48637 -21.15505
C 3.65416 11.79812 -21.85506
C 4.87419 12.72000 -22.13783
C 4.82592 7.44707 -20.60686
C 5.12841 7.12389 -22.03951
C 6.65646 6.79455 -22.20696
C 6.91333 6.02840 -23.50770
H -0.27057 5.06409 -22.21747
H -1.55229 6.22847 -21.78901
H -1.78309 4.55261 -21.36881
H 0.30279 4.85742 -19.80828
H -1.19931 5.76037 -19.43488
H 0.57912 7.15461 -18.99437
H -0.03660 7.75825 -20.36368
H 1.72260 6.75876 -21.76657
H 2.28322 5.88226 -20.26192
H 2.20363 9.06486 -18.26175
H 3.90006 9.24641 -18.27750
H 4.10967 6.78130 -17.60549
H 2.27079 6.70318 -17.66921
H 2.02221 8.21554 -15.74345
H 3.72515 8.50572 -15.71180
H 4.27189 6.17812 -15.35806
H 2.51094 5.90713 -14.86940
H 3.44976 7.03453 -14.02058
H 1.93861 10.00854 -20.71890
H 2.51922 9.19742 -22.18236
H 4.88793 10.03472 -21.55024
H 4.20511 10.71913 -20.11469
H 2.81793 12.25354 -21.32456
H 3.25096 11.72556 -22.86514
H 4.34643 13.51389 -22.66633
H 5.66456 12.26823 -22.73726
H 5.31593 13.23136 -21.28256
H 4.89814 6.53291 -20.01763
H 5.51358 8.13629 -20.11676
H 4.99109 7.95750 -22.72824
H 4.43371 6.34829 -22.36189
H 7.06646 6.18791 -21.39950
H 7.23275 7.71923 -22.23788
H 6.59657 6.59378 -24.38412
H 6.41931 5.05910 -23.44068
H 7.98435 5.88127 -23.64686
C 3.96595 13.20178 -13.74696
C 5.34258 13.00202 -14.27572
C 6.22573 12.15023 -13.44029
C 5.88540 10.70352 -13.66663
P 6.98645 9.55277 -12.80223
C 8.83681 9.84739 -13.07902
C 9.39997 11.13043 -12.44496
C 10.82136 11.40335 -12.98034
C 11.78707 10.38750 -12.42316
C 6.39669 7.88317 -13.17977
C 7.07481 6.85882 -12.26141
C 6.47577 5.45037 -12.61330
C 6.99426 4.33231 -11.84794
C 6.68039 9.75577 -10.95768
C 5.24096 9.56548 -10.45773
C 5.08236 9.66332 -8.93289
C 3.64049 9.48578 -8.40038
H 3.91652 13.14151 -12.65975
H 3.30185 12.41123 -14.09640
H 3.54357 14.12886 -14.13454
H 5.83020 13.97675 -14.26115
H 5.47580 12.52990 -15.24909
H 6.28174 12.48567 -12.40470
H 7.25238 12.19485 -13.80375
H 5.80748 10.47082 -14.72865
H 4.86686 10.51296 -13.32845
H 9.04921 9.83672 -14.14807
H 9.39409 8.97596 -12.73530
H 9.41087 10.98974 -11.36413
H 8.79150 12.02463 -12.58008
H 11.23670 12.38984 -12.77438
H 10.85751 11.24751 -14.05854
H 11.71089 10.34999 -11.33647
H 12.79270 10.77014 -12.59749
H 11.76805 9.40441 -12.89355
H 6.79414 7.64859 -14.16724
H 5.30808 7.93555 -13.19640
H 6.79564 7.09989 -11.23572
H 8.16448 6.85190 -12.28735
H 6.63439 5.28853 -13.67948
H 5.39045 5.46243 -12.51315
H 6.49726 3.44835 -12.24758
H 6.84166 4.38962 -10.77020
H 8.08256 4.28228 -11.81336
H 7.06895 10.76298 -10.80723
H 7.21277 8.97295 -10.41744
H 4.88503 8.56577 -10.70671
H 4.63269 10.35047 -10.90706
H 5.55897 10.54498 -8.50438
H 5.76433 8.87638 -8.61078
H 3.29042 8.50357 -8.71789
H 2.90015 10.16366 -8.82520
H 3.57410 9.42946 -7.31386
C -0.78381 11.10702 -7.00120
C 0.73796 11.23017 -6.80166
C 1.05113 11.73587 -5.30408
C 1.07458 10.60386 -4.18242
N 0.17879 11.05769 -2.96128
C 0.51909 10.03976 -1.86200
C 0.19958 10.77908 -0.56223
C 0.13658 12.26558 -0.73773
C 0.61129 12.39197 -2.21331
C -1.25580 11.06378 -3.33239
H -1.14241 12.12123 -6.82543
H -1.16686 10.38010 -6.28500
H -1.02679 10.65367 -7.96221
H 1.24656 11.88858 -7.50587
H 1.15254 10.23550 -6.96553
H 0.45875 12.62351 -5.08207
H 2.07514 12.07928 -5.45093
H 2.12650 10.50205 -3.91557
H 0.61989 9.66530 -4.49938
H -0.16363 9.19635 -1.96528
H 1.57596 9.82819 -2.02437
H -0.60581 10.35299 0.03602
H 0.95138 10.70342 0.22337
H -0.78670 12.79304 -0.49808
H 0.78516 12.92194 -0.15752
H 0.14902 13.27143 -2.66160
H 1.69737 12.36340 -2.30110
H -1.42935 10.07159 -3.74898
H -1.49843 11.78059 -4.11687
H -1.88305 11.21906 -2.45458
C 4.56719 13.88528 -7.79501
C 5.03430 14.86193 -6.67650
C 3.88498 15.76207 -6.17571
N 4.34652 16.72790 -4.92557
C 5.63677 17.52960 -5.29543
C 3.07221 17.58035 -4.52172
C 2.43675 17.01691 -3.26980
C 3.26679 15.74628 -2.96827
C 4.63697 15.92887 -3.59201
H 3.96753 14.42577 -8.52739
H 3.92918 13.15186 -7.30191
H 5.42472 13.39984 -8.26093
H 5.71515 15.59610 -7.10725
H 5.49712 14.42077 -5.79374
H 3.04857 15.19533 -5.76666
H 3.39572 16.29133 -6.99339
H 5.71690 18.39561 -4.63839
H 5.50217 17.81223 -6.33951
H 6.50026 16.86659 -5.24169
H 3.55821 18.54653 -4.38602
H 2.47477 17.60199 -5.43315
H 2.52353 17.73620 -2.45543
H 1.38974 16.71886 -3.21480
H 3.23462 15.60039 -1.88855
H 2.66378 14.91157 -3.32566
H 5.36966 16.44410 -2.97089
H 5.24300 15.04231 -3.77868
P 7.65590 9.31314 -17.34537
F 8.06329 8.48794 -15.93025
F 7.63294 10.69816 -16.49445
F 9.22022 9.58846 -17.72030
F 7.24384 9.96849 -18.77332
F 7.63598 7.88945 -18.14561
F 6.09914 9.05002 -16.83281
P 2.62959 2.49970 -10.79608
F 3.42546 3.07946 -9.49655
F 2.78273 3.97718 -11.60430
F 3.99201 1.84532 -11.45551
F 1.69474 1.87101 -11.97266
F 2.24897 1.20915 -9.91742
F 1.29090 3.11374 -10.04460
P 1.37790 9.88044 -12.42050
F 0.35609 10.09694 -11.15568
F 0.65697 11.09415 -13.24057
F 2.36366 10.97090 -11.74823
F 2.46105 9.70340 -13.65056
F 2.16847 8.79054 -11.52871
F 0.32046 8.75278 -13.11396

Results
energy = -230317.872 eV
strongest force on any atom = 3.3 eV Å⁻¹
Kohn-Sham gap = 0.31211 Ha
HOMO level = -15.22 eV
charge = +4

Mulliken population analysis, charges in e, atoms 1 to 99: -1.02, 0.35, -0.20, -0.27, 0.43, -0.65, -0.67, -0.73, -0.35, -1.57, 0.39, -0.43, -1.19, -1.64, 0.91, -0.74, -1.04, 0.43, 0.47, -0.49, -0.54, 0.46, 0.67, -0.24, -0.37, 0.97, -0.24, 0.96, 0.40, 0.28, 0.21, 0.45, -0.08, 0.15, 0.44, 0.61, 0.84, 0.11, -0.30, 0.31, 0.43, 0.17, 0.44, 0.32, 0.80, 0.70, -0.53, -0.12, 0.35, 0.35, 0.56, 0.36, -0.12, -1.35, -0.70, -0.06, -0.79, 0.59, -0.92, -0.57, -0.43, -1.28, -0.99, -0.66, -0.51, 0.41, -0.49, -0.84, -0.77, -1.08, 0.33, 0.38, 0.32, 0.46, 0.31, -0.13, 0.29, 0.63, 0.51, 0.57, 0.53, 0.35, 0.14, 0.33, 0.39, 0.32, 0.39, 0.31, 0.54, 0.58, 0.38, 0.25, 0.68, -0.03, 0.41, -0.25, -0.64, 0.64, -0.01